No. 1
A molecular structure, C5H20FN10O5Zn. Source: the Open Molecules 2025 dataset; level of theory: ωB97M-V/def2-TZVPD.

Results
Energy above the lowest of the compared OMol25 structures with the same formula, charge and spin = 105.0 kcal per mole
Max |F| = 8.580 eV/A
LUMO energy = -2.18 eV
E_tot = -3005.430172 hartree

Structure (ORCA input):
```
! wB97M-V def2-TZVPD RIJCOSX def2/J DEFGRID3
* xyz 1 1
H 0.22144 -2.75711 2.32592
H 0.62242 1.48036 -4.21305
H 1.80838 3.46454 -0.82529
H -2.33435 3.78881 2.10042
C 1.37524 2.10139 -2.38488
N -1.94749 2.94032 1.71245
C -1.08781 2.98262 0.79563
O -0.62452 -0.74266 -0.69833
H -1.17082 4.92034 1.17590
N 2.17747 -3.09078 0.78002
O 1.16534 1.15863 -1.67887
H -2.40432 -3.25661 -0.78960
H -0.17435 4.53490 -0.15518
N 1.13242 2.17420 -3.68523
H 1.85305 3.99748 -2.46155
H -0.86499 -2.63941 3.71965
H 2.06156 -2.80972 -2.24005
N 1.76326 3.23319 -1.80740
N -1.51147 -0.49030 3.43723
H 1.30081 3.09334 -4.06854
H 1.93824 -4.09980 -1.10070
Zn 0.78745 0.45145 0.06436
N -0.80401 4.20633 0.56293
H -1.67013 -2.56873 0.60268
H 2.32386 -2.83373 1.74573
H -2.03221 -1.09096 4.06024
N 1.96858 -3.10613 -1.27901
N -0.42774 -2.24001 2.90148
H -2.42848 -2.41796 -2.54687
C -0.56203 -1.01570 2.72533
H 2.30712 -4.05526 0.50972
N -1.86780 -2.50229 -0.38556
F 2.22917 1.38293 1.07169
N -1.70894 -1.72961 -2.37791
O 0.02323 -0.53895 1.77963
C -1.39203 -1.58650 -1.14719
O 1.99284 -1.14104 -0.25535
H -1.22704 -1.28800 -3.14788
O -0.63194 2.00629 0.21604
H -1.91315 0.40921 3.21446
H -2.28716 2.03546 2.00562
C 2.02088 -2.36051 -0.25871
*
```



No. 2
A molecular structure, C12H17NO2S. Source: the Open Molecules 2025 dataset; level of theory: ωB97M-V/def2-TZVPD.

Results
Energy above the lowest of the compared OMol25 structures with the same formula, charge and spin = 325.7 kcal per mole
Max |F| = 15.039 eV/A
LUMO energy = 0.12 eV
E_tot = -1070.403653 hartree

Structure (ORCA input):
```
! wB97M-V def2-TZVPD RIJCOSX def2/J DEFGRID3
* xyz 0 1
H -3.87587 1.82422 3.59015
S 2.10057 0.93662 0.21491
H 0.64354 2.59792 -0.52270
C 0.69030 2.08583 0.29436
H -2.44082 -0.09142 1.57589
H 1.93635 -3.86674 -4.26870
C -1.85543 0.16101 3.66772
H 3.72367 -0.81481 -0.84157
C -2.95524 2.13399 3.41661
H -2.95218 3.25859 3.84594
C 0.64408 -0.18212 -1.76379
C -1.58045 -0.09244 2.14917
C -0.42717 1.26687 0.80481
H -2.74858 -0.36436 4.08830
H 2.12487 -2.36637 -5.28523
H -0.19514 0.51361 -1.44376
C 3.04991 -0.94166 -1.39240
C 2.00774 0.10131 -1.03032
H -2.98919 2.20119 2.25968
H -0.50034 -0.85391 -3.62265
C 2.98049 -1.66804 -2.41322
H 0.58342 -2.88574 -4.79818
H -1.73941 -1.43197 2.05334
C 0.60859 -0.84439 -2.94602
C 1.77141 -1.86988 -3.24306
H 3.69481 -2.46316 -2.78472
H -1.11551 -0.28692 4.16025
H 0.80133 2.64808 1.06870
O -1.70141 1.86769 0.19568
N -0.40652 0.29879 1.58289
O -1.99172 1.52779 3.91640
H 0.53348 0.19002 2.02357
C 1.58040 -2.58958 -4.55204
*
```



No. 3
A molecular structure, C34H24MoN5O3S3Se. Source: the Open Molecules 2025 dataset; level of theory: ωB97M-V/def2-TZVPD.

Results
Energy above the lowest of the compared OMol25 structures with the same formula, charge and spin = 34.3 kcal per mole
Max |F| = 3.019 eV/A
LUMO energy (spin up / spin down) = -7.83 / -7.35 eV
E_tot = -5473.270038 hartree
<S²> = 1.201

Structure (ORCA input):
```
! wB97M-V def2-TZVPD RIJCOSX def2/J DEFGRID3
* xyz 2 2
S 2.76910 -0.34327 0.56667
C 0.57642 -1.29985 -2.40579
C -4.71891 -0.91753 -0.58967
C 0.48393 6.83637 3.27335
C 0.62529 -2.26373 -4.68588
H -1.53293 -5.09838 0.58229
H 0.17757 2.20933 2.19132
H -3.58668 -1.07974 2.61406
C 0.49028 -3.59505 -4.36648
C -4.24711 -1.15035 1.76089
H 0.59420 4.67622 -3.15110
C 0.43788 4.87151 2.02580
H 0.48531 7.90124 3.45094
C 0.56508 -4.73046 1.12999
H -0.42652 -5.25645 -0.76583
C 0.32224 2.55155 1.17694
C -6.01414 -1.34044 -0.31120
C 1.72122 0.11192 4.32579
C 0.52873 5.91922 4.27582
C -3.84301 -0.83072 0.47734
H -5.95240 -1.79889 2.90728
C 0.71369 -3.75629 -6.65263
H 0.60870 -2.29706 -1.99794
C 0.61407 2.64955 -3.75580
Mo 0.20573 -0.44084 0.57105
C 2.88715 0.30183 4.99729
H -6.74803 -1.42454 -1.10374
H 4.99246 0.19399 2.32545
H 0.45627 -5.51998 -5.44183
N 0.35986 1.61285 0.23858
C 0.49100 4.31541 -0.41998
S 0.81520 -2.07777 -6.40057
C 0.54201 -4.44498 -5.48829
C 0.50687 3.35358 -1.43297
C 0.61228 -1.11509 -3.79963
H 1.45726 -5.20419 0.71805
C -0.81046 -3.24235 -0.16805
H 0.54633 5.36369 -0.68526
H 0.78638 -4.15572 -7.65184
C 2.88094 -0.04711 2.23720
C 0.41721 3.93084 0.91466
H 0.66916 0.39388 -5.33360
H 0.34893 -5.23377 2.07017
C 0.46264 2.00642 -1.05419
H 5.02626 0.51404 4.79890
H -4.42395 -0.66093 -1.59801
O 0.58269 -0.22296 2.32697
N 0.49163 -0.30635 -1.52828
N 1.74395 -0.03511 2.98010
C 4.08790 0.17691 2.91534
H 2.87256 0.40807 6.07115
O -1.62946 -2.76300 -0.92198
H 0.57445 6.08757 5.33989
N -6.42355 -1.63625 0.91476
N 0.12844 -2.46132 0.51964
H 0.75068 0.05816 4.79718
H 0.66023 2.88577 -4.81116
C 0.62703 0.19517 -4.26983
C 4.09426 0.34796 4.27633
C 0.51450 0.96735 -2.00946
S 0.51315 4.31998 3.67933
C -5.57162 -1.54953 1.92368
C -0.61140 -4.70388 0.15465
C 0.57536 3.64045 -2.83758
C 0.88568 -3.27924 1.38832
H 0.33375 -3.96389 -3.36231
O 1.62174 -2.84327 2.23889
Se -2.11257 -0.03252 0.14748
H 0.38991 6.81571 1.07875
C 0.43501 6.24063 1.99320
C 0.59217 1.26560 -3.37462
*
```



No. 4
A molecular structure, C36H31MgN8SeTe. Source: the Open Molecules 2025 dataset; level of theory: ωB97M-V/def2-TZVPD.

Results
Energy above the lowest of the compared OMol25 structures with the same formula, charge and spin = 131.3 kcal per mole
Max |F| = 3.929 eV/A
LUMO energy (spin up / spin down) = -3.92 / -3.92 eV
E_tot = -4697.622400 hartree

Structure (ORCA input):
```
! wB97M-V def2-TZVPD RIJCOSX def2/J DEFGRID3
* xyz 1 1
C 1.64318 -3.04008 5.99323
H 0.54037 3.58417 -3.38305
H 3.72826 1.73173 -2.88074
H 3.77340 -3.01776 6.06631
N -0.85486 -2.55234 5.73292
C -1.32084 -1.21508 5.49511
C 1.71944 2.80791 -5.06273
H 0.41689 0.67538 -1.49787
C -4.11288 -0.37806 -0.26935
C 0.16738 -3.12587 2.95426
C 1.94662 2.93338 3.20214
H 1.06394 4.77080 -4.64859
N -0.23220 -1.22708 -1.00257
H -3.97683 -1.36077 -0.70383
H 0.76272 1.26239 -7.83536
C 1.63481 1.61282 3.20204
C 1.02144 2.59492 -6.21929
H -1.17527 0.63604 4.43969
C 0.01812 2.09517 1.39615
H 2.73864 3.24429 3.87147
N -1.93605 2.34768 0.18503
H 0.11885 3.14558 -6.48415
Mg -1.07524 -0.72647 0.75411
Te 3.10483 4.44616 -2.85389
H -2.10438 -4.21880 5.37573
H 4.87767 2.71236 -3.90988
C 2.86946 -2.65847 5.54457
H -2.06819 -0.79521 6.20195
C 0.54508 -2.91225 5.07316
H 4.11142 -1.83659 4.00930
C -1.07593 -1.88411 -5.19766
C 1.42124 1.55313 -7.06092
N -0.95739 -2.27552 2.54630
C -0.74760 -2.70263 -2.77437
N 0.13709 -0.16683 2.27196
H 0.00813 -5.07236 4.12763
C 2.49575 0.72385 -6.77860
C 1.29526 3.82691 -4.11975
C 0.82120 -2.02864 3.77386
N 2.14524 -1.81924 3.45875
C -0.96692 -0.43290 4.46137
C 2.96969 2.11375 -4.83028
H 2.05667 0.93581 3.99109
H -2.17991 -1.70466 -5.23837
H 1.36047 -3.69264 6.79583
H 0.25846 0.38473 -3.94826
H -0.60598 -3.26732 -0.70229
C -5.37709 0.13514 -0.02380
C 3.09938 -2.06620 4.27686
C -1.51725 -3.49565 4.82874
H -6.23704 -0.52530 0.04135
H 0.78428 -3.50024 2.11867
N -2.94708 0.30079 -0.11744
H -0.93362 -2.95778 -5.45663
C 3.83573 2.50990 -3.67873
H -6.38934 1.94136 0.65513
H -1.16326 -3.64442 -3.10221
C -0.17872 -3.97395 4.20592
C 0.14621 -0.26298 -1.89350
Se -2.70868 -2.86104 3.38501
C 1.26003 3.90316 2.39858
C -5.45257 1.52319 0.17509
H 2.80735 -0.10077 -7.48594
H 4.05485 0.31990 -5.32970
C 3.30129 1.02788 -5.65769
C -3.06488 1.64638 -0.01015
C 0.54237 1.10976 2.41649
C -0.49493 -2.46597 -1.43373
C -0.07395 -0.45793 -3.28832
C -4.34082 2.32241 -0.03382
C -0.22038 -1.02847 3.35620
H 1.45591 4.94938 2.60005
H -0.56895 -1.21947 -5.91646
H -4.36322 3.37697 0.21701
C 0.29038 3.44463 1.49915
N -1.01335 1.55071 0.61857
H -0.28376 4.10835 0.87743
C -0.63015 -1.63699 -3.76428
*
```



No. 5
C18H15N3O4 in the gas phase. Source: the Open Molecules 2025 dataset; level of theory: ωB97M-V/def2-TZVPD.

Results
Energy above the lowest of the compared OMol25 structures with the same formula, charge and spin = 149.2 kcal per mole
Max |F| = 7.284 eV/A
LUMO energy = -0.33 eV
SMILES string = O=C1NC2=C(CCc3c2cccc3[N+](=O)[O-])CN1c1ccccc1O
E_tot = -1159.978488 hartree

Structure (ORCA input):
```
! wB97M-V def2-TZVPD RIJCOSX def2/J DEFGRID3
* xyz 0 1
H 2.25038 1.22599 -1.36322
C 0.18741 -0.69794 -4.29815
C 0.87450 2.04881 1.27782
H -0.61881 -1.16773 -6.31361
C -0.02956 0.10516 -3.14052
N -0.20195 1.01243 5.24831
C -2.02640 0.85750 -4.11894
C 0.19776 -0.77824 2.12151
O 1.16649 -2.30468 -2.07016
H -2.62435 0.21243 -5.99441
C -1.14727 -1.03096 4.59749
H -0.17122 2.39248 1.04892
O 0.29253 0.77211 6.38393
H 2.12043 1.30557 2.87172
H 1.61344 -2.24241 0.40069
H 0.82433 2.08176 -1.51366
C 0.95530 0.88292 0.31280
C -1.22090 0.83814 -3.04700
H -1.41707 1.31777 -2.10112
N 1.25770 -1.40936 -0.03927
H -1.65585 -1.14726 5.63748
H -1.78118 -2.94765 3.89461
C -0.80219 -0.66019 -5.33073
C 0.28175 0.25524 3.05420
H 1.62327 2.69710 0.94632
C -1.86402 0.06490 -5.18648
C 0.75924 -0.42003 0.77333
H -3.02710 1.30388 -3.99540
O -0.74245 1.99040 4.98545
C -1.21342 -2.02080 3.63319
N 0.82035 -0.06732 -2.00333
H 0.87911 2.37248 3.42070
C 0.99593 -1.31934 -1.40014
C -0.63436 -1.95402 2.41087
H -0.66532 -2.64261 1.57980
H 1.65193 -1.95314 -3.92613
C -0.31992 0.02593 4.35098
C 1.19697 1.10978 -1.20938
C 1.08475 1.50970 2.76540
O 1.12978 -1.61880 -4.66389
*
```